Here is C61H57HgN9P2Se2 as an isolated structure from OMol25. Energies are from the ωB97M-V functional and the def2-TZVPD basis.

Structure (XYZ):
```
132
Properties=species:S:1:pos:R:3:forces:R:3:lowdin_spin:R:1
Hg 0.688 1.371 -0.643 -0.24 -0.48 0.06 0.01
C -4.321 0.336 1.665 -0.08 -0.06 0.02 0.00
C -3.083 -0.040 2.173 -0.02 -0.01 -0.03 0.00
C -1.942 0.672 1.847 -0.01 -0.01 -0.03 0.00
C -2.000 1.796 1.005 -0.04 0.00 -0.07 0.00
C -3.256 2.153 0.486 0.06 -0.01 0.01 0.00
C -4.392 1.431 0.811 -0.03 0.00 0.04 0.00
N -0.821 2.426 0.650 -0.08 0.06 0.06 0.04
C -0.685 3.780 0.595 0.03 0.34 -0.09 0.06
C -1.567 4.691 1.216 0.16 -0.31 -0.10 0.01
C -1.362 6.057 1.162 0.12 0.24 -0.08 0.09
C -0.261 6.592 0.489 -0.23 0.14 0.16 0.00
C 0.650 5.745 -0.105 0.08 -0.35 -0.02 0.08
C 0.479 4.350 -0.061 -0.32 0.33 0.16 -0.01
N 1.344 3.467 -0.618 0.33 0.39 -0.60 0.31
N 2.412 3.867 -1.280 -0.13 0.23 0.18 0.15
C 3.129 2.851 -1.827 -0.24 -0.30 0.01 0.05
C 4.369 3.173 -2.434 0.07 -0.10 -0.07 0.03
C 5.132 2.183 -2.992 -0.08 0.10 0.07 0.02
C 4.681 0.854 -2.958 -0.03 -0.10 -0.01 0.06
C 3.467 0.604 -2.357 0.08 -0.08 -0.05 0.00
N 2.700 1.553 -1.822 0.22 0.50 -0.05 0.07
H -5.216 -0.215 1.926 0.01 -0.01 -0.01 0.00
H -3.009 -0.896 2.836 0.01 0.00 0.00 0.00
H -0.975 0.376 2.240 -0.02 0.00 -0.01 0.00
H -3.312 2.990 -0.200 -0.02 0.02 0.03 0.00
H -5.349 1.719 0.390 0.02 0.02 -0.01 0.00
H -2.415 4.294 1.759 -0.05 0.03 -0.05 0.00
H -2.064 6.720 1.655 0.00 -0.01 0.00 0.01
H -0.118 7.666 0.451 0.02 -0.02 0.00 0.00
H 1.528 6.125 -0.610 0.00 -0.02 -0.01 0.01
H 4.688 4.206 -2.414 -0.03 0.02 0.00 0.00
H 6.087 2.420 -3.444 -0.01 0.03 0.00 0.00
H 5.263 0.046 -3.379 -0.02 -0.01 0.02 0.00
H 3.078 -0.407 -2.286 0.01 0.03 0.00 0.00
Se 4.154 -3.586 3.778 0.11 -0.02 0.09 0.00
P 2.127 -3.196 3.386 0.02 -0.11 0.04 0.00
C 1.246 -4.637 2.674 0.09 0.04 -0.03 0.00
C 1.869 -5.877 2.713 0.00 0.05 -0.01 0.00
C 1.216 -7.004 2.232 -0.06 -0.02 0.00 0.00
C -0.065 -6.896 1.716 0.04 -0.08 0.00 0.00
C -0.691 -5.657 1.678 -0.09 0.08 0.02 0.00
C -0.041 -4.530 2.151 0.02 -0.12 0.00 0.00
C 1.140 -2.934 4.899 0.06 0.14 -0.05 0.00
C 1.701 -3.209 6.140 0.06 0.08 0.05 0.00
C 0.926 -3.127 7.287 -0.08 0.00 0.00 0.00
C -0.416 -2.781 7.195 0.04 0.00 0.04 0.00
C -0.977 -2.503 5.957 -0.08 0.06 0.00 0.00
C -0.202 -2.572 4.812 0.05 0.09 -0.03 0.00
C 1.811 -1.877 2.215 0.02 0.24 -0.23 0.00
C 1.954 -0.477 2.121 -0.22 -0.30 0.14 0.00
N 1.636 -0.168 0.851 0.15 -0.55 -0.02 0.00
N 1.369 -1.288 0.191 0.02 -0.10 0.02 0.00
N 1.470 -2.321 0.981 -0.05 0.00 0.03 0.00
P 2.436 0.904 3.185 -0.01 0.20 0.30 0.00
Se 3.150 2.538 2.080 0.11 0.03 -0.10 0.00
C 3.766 0.258 4.259 -0.05 -0.02 -0.22 0.00
C 3.771 0.163 5.645 -0.08 0.02 -0.04 0.00
C 4.918 -0.260 6.303 0.01 -0.02 0.14 0.00
C 6.063 -0.575 5.593 0.03 0.00 -0.05 0.00
C 6.072 -0.454 4.210 -0.01 0.01 0.02 0.00
C 4.931 -0.043 3.549 -0.03 -0.08 0.07 0.00
C 0.955 1.373 4.151 0.14 0.03 -0.06 0.00
C 0.194 2.418 3.625 0.14 0.09 0.02 0.00
C -0.934 2.868 4.290 -0.04 -0.01 0.09 0.00
C -1.300 2.295 5.499 -0.01 0.02 -0.01 0.00
C -0.554 1.251 6.023 0.01 -0.11 0.05 0.00
C 0.562 0.777 5.345 -0.10 -0.07 -0.06 0.00
H 2.874 -5.945 3.110 0.00 0.01 -0.01 0.00
H 1.714 -7.966 2.261 -0.01 0.00 -0.01 0.00
H -0.578 -7.772 1.339 0.01 0.00 0.00 0.00
H -1.692 -5.569 1.273 0.01 0.01 -0.01 0.00
H -0.525 -3.566 2.085 -0.01 -0.02 -0.04 0.00
H 2.750 -3.475 6.194 -0.01 -0.01 -0.03 0.00
H 1.367 -3.345 8.252 0.01 0.03 0.00 0.00
H -1.024 -2.718 8.089 0.01 -0.01 0.00 0.00
H -2.020 -2.220 5.886 0.01 0.03 -0.01 0.00
H -0.634 -2.320 3.851 -0.01 0.01 0.03 0.00
H 2.903 0.431 6.227 0.07 0.03 -0.02 0.00
H 4.911 -0.333 7.384 0.00 -0.01 -0.01 0.00
H 6.951 -0.913 6.113 0.00 0.03 0.01 0.00
H 6.969 -0.680 3.649 -0.02 -0.04 -0.01 0.00
H 4.932 0.067 2.471 0.04 -0.01 0.00 0.00
H 0.492 2.870 2.686 -0.01 0.00 0.15 0.00
H -1.518 3.673 3.863 0.04 -0.01 -0.01 0.00
H -2.168 2.659 6.036 -0.01 0.00 -0.02 0.00
H -0.837 0.795 6.963 -0.02 -0.03 0.01 0.00
H 1.110 -0.060 5.751 -0.05 -0.12 0.01 0.00
C -2.399 -4.968 -2.932 0.00 0.08 0.00 0.00
C -2.399 -3.723 -3.823 -0.05 -0.11 -0.06 0.00
C -1.427 -3.968 -4.988 -0.01 0.06 0.09 0.00
C -3.817 -3.504 -4.370 0.05 0.01 0.01 0.00
C -1.973 -2.481 -3.053 -0.01 -0.05 0.21 0.00
C -1.827 -2.454 -1.673 -0.02 -0.05 -0.21 0.00
C -1.365 -1.297 -1.073 0.06 0.11 0.37 0.00
N -1.062 -0.181 -1.722 -0.14 0.20 -0.66 0.00
C -1.291 -0.150 -3.051 -0.12 -0.76 0.49 0.00
C -1.725 -1.290 -3.723 0.10 0.28 -0.15 0.00
C -1.097 1.128 -3.779 0.22 0.66 -0.19 0.00
C -1.612 1.326 -5.063 -0.13 -0.28 0.03 0.00
C -1.434 2.529 -5.725 0.11 0.14 0.11 0.00
C -0.742 3.524 -5.035 -0.07 -0.13 -0.03 0.00
C -0.261 3.255 -3.767 0.11 0.16 0.06 0.00
N -0.426 2.091 -3.155 -0.01 -0.32 0.18 0.00
C -1.965 2.792 -7.128 -0.04 0.03 -0.12 0.00
C -2.559 1.536 -7.769 0.03 0.08 0.06 0.00
C -3.053 3.873 -7.051 0.05 -0.05 0.02 0.00
C -0.816 3.288 -8.020 -0.04 -0.06 0.07 0.00
H -2.603 -5.851 -3.540 -0.03 0.00 0.00 0.00
H -3.169 -4.906 -2.161 0.03 -0.01 0.02 0.00
H -1.431 -5.105 -2.447 -0.01 -0.03 0.01 0.00
H -1.671 -4.907 -5.488 -0.02 0.00 0.00 0.00
H -0.402 -4.027 -4.619 0.01 -0.03 -0.04 0.00
H -1.477 -3.171 -5.731 0.03 0.01 -0.01 0.00
H -4.146 -4.384 -4.927 -0.01 0.00 0.00 0.00
H -3.852 -2.642 -5.039 -0.01 -0.01 -0.01 0.00
H -4.520 -3.326 -3.554 -0.01 -0.01 -0.01 0.00
H -2.034 -3.317 -1.057 0.04 0.02 0.01 0.00
H -1.228 -1.266 0.000 0.07 0.00 -0.03 0.00
H -1.846 -1.250 -4.796 0.01 -0.03 0.01 0.00
H -2.173 0.531 -5.533 0.02 0.07 -0.02 0.00
H -0.573 4.503 -5.463 0.01 0.00 -0.03 0.00
H 0.295 4.009 -3.220 0.02 -0.03 0.09 0.00
H -3.436 1.184 -7.221 0.01 -0.03 -0.01 0.00
H -1.823 0.732 -7.813 -0.03 -0.02 -0.02 0.00
H -2.872 1.766 -8.788 -0.02 -0.01 0.00 0.00
H -3.889 3.532 -6.438 0.00 0.02 0.00 0.00
H -3.428 4.105 -8.051 0.00 0.00 0.00 0.00
H -2.661 4.790 -6.611 -0.03 0.02 0.00 0.00
H -0.007 2.556 -8.044 0.01 0.01 -0.03 0.00
H -0.408 4.232 -7.659 0.03 0.01 -0.01 0.00
H -1.176 3.443 -9.040 0.00 0.01 0.00 0.00
```
Forces are in eV/Å.

Net charge: -1
2S+1: 2
Orbital gap (alpha / beta) in eV: 4.78 / 5.73
ΔE to the lowest compared entry with this formula, charge and spin in kcal per mole: 0.0
F_max in eV/A: 0.907